DFT (the ωB97M-V functional and the def2-TZVPD basis) results for C5H11NOS as an isolated structure in a non-equilibrium geometry.

```
19
C5H11NOS the ωB97M-V functional and the def2-TZVPD basis
C -1.126 1.927 -0.374
C -2.079 1.169 0.476
S -1.003 0.685 1.853
C -0.039 0.932 -0.629
N -0.372 -0.063 -1.459
C 0.661 -1.063 -1.493
C 0.583 -1.991 -0.293
O 1.545 -2.510 0.208
H -0.699 2.736 0.219
H -1.595 2.234 -1.312
H -2.894 1.772 0.874
H -2.416 0.272 -0.041
H 3.283 -1.739 2.663
H 3.060 -1.816 3.367
H 0.965 1.345 -0.803
H 0.109 0.456 0.469
H 1.662 -0.600 -1.489
H 0.744 -1.604 -2.441
H -0.391 -2.142 0.205
```

The calculation puts the HOMO energy at -9.019 eV. As for the largest force on an atom: 4.370 eV Å⁻¹. The HOMO-LUMO gap is 0.2586 Eh. Its energy above the lowest of the compared OMol25 structures with the same formula, charge and spin is 565.6 kJ/mol. The calculation puts the total energy at -725.1095 hartree. The charge is 0.

Löwdin atomic charge list, values in e, 2 entries: -0.2950, -0.5672

***

DFT (the ωB97M-V functional and the def2-TZVPD basis) results for one molecule with the formula C6H11NO2.

```
20
C6H11NO2 the ωB97M-V functional and the def2-TZVPD basis
C 0.932 0.461 1.492
C 0.226 -0.423 0.481
C -0.364 0.348 -0.716
C 0.751 1.030 -1.509
N -1.262 1.352 -0.191
O -1.003 -0.528 -1.632
C -0.529 -1.654 1.032
C 0.726 -1.783 0.280
O 1.557 -2.512 -0.162
H 1.136 -0.095 2.404
H 1.879 0.815 1.092
H 0.305 1.318 1.725
H 0.339 1.396 -2.446
H 1.154 1.862 -0.942
H 1.532 0.310 -1.730
H -1.619 1.935 -0.939
H -2.046 0.930 0.295
H -1.752 -0.962 -1.208
H -0.513 -1.814 2.101
H -1.449 -1.985 0.571
```

The calculation puts the HOMO energy at -9.088 eV. As for the largest force on an atom: 0.808 eV Å⁻¹. The HOMO-LUMO gap is 0.3580 Eh. The SMILES is C[C@]1([C@](C)(N)O)CC1=O. Its energy above the lowest of the compared OMol25 structures with the same formula, charge and spin is 210.7 kJ/mol. The calculation puts the total energy at -440.4070 hartree. The charge is 0.

Löwdin atomic charge list, values in e, 2 entries: -0.0101, -0.3341

***

DFT (the ωB97M-V functional and the def2-TZVPD basis) results for C4H12NOP as an isolated structure in a non-equilibrium geometry.

```
19
C4H12NOP the ωB97M-V functional and the def2-TZVPD basis
C -1.499 0.249 -1.195
C 0.956 1.706 0.528
C -0.281 -0.781 -1.343
C -0.208 -1.564 -0.069
N 0.175 1.159 1.663
O 1.757 -0.808 1.757
P 0.205 -0.537 1.964
H -1.773 0.843 -2.090
H -2.365 -0.255 -0.847
H -1.127 0.909 -0.446
H 0.296 1.843 -0.303
H 1.566 2.588 0.793
H 1.677 0.937 0.207
H -0.495 -1.380 -2.193
H 0.630 -0.271 -1.481
H -1.198 -2.162 -0.118
H 0.608 -2.292 -0.141
H -0.730 1.540 1.781
H 1.805 -1.722 1.532
```

The calculation puts the HOMO energy at -7.989 eV. As for the largest force on an atom: 3.700 eV Å⁻¹. The HOMO-LUMO gap is 0.3289 Eh. Its energy above the lowest of the compared OMol25 structures with the same formula, charge and spin is 307.1 kJ/mol. The calculation puts the total energy at -630.9037 hartree. The charge is 0.

Löwdin atomic charge list, values in e, 2 entries: -0.0970, -0.1589

***

DFT (the ωB97M-V functional and the def2-TZVPD basis) results for a 2-piece molecular cluster, C28H36N3O3 overall in a non-equilibrium geometry.

```
70
C28H36N3O3 the ωB97M-V functional and the def2-TZVPD basis
C 2.233 1.965 3.406
O 2.683 0.724 2.825
C 3.731 0.734 1.975
C 4.597 1.821 1.734
C 5.628 1.670 0.805
C 5.838 0.471 0.126
C 4.984 -0.618 0.398
O 5.100 -1.870 -0.101
C 6.215 -2.196 -0.953
C 3.915 -0.453 1.270
N 3.082 -1.592 1.531
C 1.724 -1.647 1.452
C 0.933 -0.613 0.812
C -0.511 -0.841 0.724
C -1.430 0.104 1.045
C -2.822 -0.233 1.353
C -3.563 0.539 2.277
C -4.896 0.238 2.547
C -5.528 -0.818 1.872
C -4.799 -1.608 0.976
C -3.450 -1.334 0.729
O 1.497 0.412 0.361
N 1.353 -2.851 1.956
C 0.013 -3.383 2.122
C 2.486 -3.558 2.337
C 3.553 -2.783 2.073
H 1.419 1.681 4.074
H 3.036 2.456 3.973
H 1.860 2.641 2.623
H 4.445 2.763 2.266
H 6.292 2.515 0.610
H 6.649 0.356 -0.596
H 6.071 -3.252 -1.179
H 6.189 -1.598 -1.874
H 7.169 -2.043 -0.431
H -0.789 -1.821 0.326
H -1.114 1.142 1.224
H -3.047 1.360 2.784
H -5.448 0.837 3.275
H -6.587 -1.020 2.040
H -5.282 -2.438 0.454
H -2.878 -1.963 0.036
H 0.109 -4.274 2.751
H -0.654 -2.667 2.617
H -0.425 -3.690 1.164
H 2.414 -4.543 2.764
H 4.603 -2.961 2.206
C -4.440 2.145 -4.013
C -3.694 1.147 -3.136
C -4.589 0.639 -2.015
C -2.396 1.789 -2.611
C -1.456 2.264 -3.751
C -0.034 1.913 -3.293
C -0.212 0.921 -2.123
N -1.590 0.959 -1.797
H -4.673 3.051 -3.437
H -3.852 2.432 -4.890
H -5.381 1.709 -4.362
H -3.387 0.286 -3.756
H -4.801 1.427 -1.278
H -5.543 0.298 -2.435
H -4.143 -0.214 -1.492
H -2.710 2.665 -2.007
H -1.684 1.714 -4.674
H -1.597 3.332 -3.938
H 0.558 1.448 -4.085
H 0.489 2.807 -2.939
H 0.107 -0.093 -2.431
H 0.411 1.178 -1.255
H -1.979 0.423 -1.038
```

The calculation puts the HOMO energy at -9.572 eV. As for the largest force on an atom: 4.119 eV Å⁻¹. The HOMO-LUMO gap is 0.2022 Eh. The calculation puts the total energy at -1478.2471 hartree. The charge is +1.

Löwdin atomic charge list, values in e, 2 entries: -0.0286, -0.0858

***

Number 1: LUMO level -0.0728 hartree. Number 2: LUMO level 0.0240 hartree. Number 3: LUMO level 0.0353 hartree. Number 4: LUMO level -0.1496 hartree.